No. 1
Entry from the OMol25 dataset: C40H34IrN2OSe2Si2 as an isolated structure (ωB97M-V/def2-TZVPD).

Output
- HOMO (alpha / beta) (eV) = -12.243 / -13.449
- expectation value of S² = 8.787
- total energy (eV) = -196330.8744

```
! wB97M-V def2-TZVPD RIJCOSX def2/J DEFGRID3
* xyz 2 6
Ir -0.2387 -0.5054 0.9615
Se -0.6884 1.4480 3.6108
Se -1.6911 2.7843 1.9846
C -2.8043 1.4860 1.1258
C -4.1271 1.8434 0.9069
C -4.9560 0.9788 0.2128
C -4.4497 -0.2381 -0.2195
C -3.1337 -0.5361 0.0658
N -2.3178 0.3132 0.7118
C 1.0689 1.5436 2.8448
C 2.0924 2.2151 3.4883
C 3.3446 2.2444 2.8929
C 3.5305 1.6105 1.6759
C 2.4616 0.9521 1.0996
N 1.2547 0.9177 1.6773
H -4.4956 2.7854 1.2892
H -5.9895 1.2431 0.0310
H -5.0638 -0.9549 -0.7453
H -2.6950 -1.4826 -0.2287
H 1.9057 2.7052 4.4331
H 4.1645 2.7578 3.3773
H 4.4908 1.6114 1.1802
H 2.5571 0.4199 0.1616
O -0.0081 -0.5468 -1.0480
Si 0.0025 0.5551 -2.2293
C -0.9425 -0.0532 -3.7339
C -1.3777 0.8383 -4.7428
C -2.1267 0.3744 -5.7999
C -2.3890 -0.9932 -5.9132
C -1.9098 -1.8999 -4.9617
C -1.1615 -1.4413 -3.9026
C 1.5305 0.3833 -3.3055
C 2.2452 -0.8367 -3.3181
C 3.4027 -0.9567 -4.0534
C 3.8301 0.1113 -4.8466
C 3.1036 1.3024 -4.8989
C 1.9460 1.4276 -4.1638
C -0.3892 2.2965 -1.7584
C -1.6963 2.7858 -1.8314
C -1.9936 4.0843 -1.4431
C -0.9840 4.9150 -0.9726
C 0.3221 4.4484 -0.8950
C 0.6143 3.1516 -1.2871
H -1.1589 1.8965 -4.6569
H -2.5011 1.0594 -6.5483
H -2.9537 -1.3585 -6.7612
H -2.1185 -2.9555 -5.0707
H -0.7732 -2.1355 -3.1667
H 1.8964 -1.6640 -2.7106
H 3.9749 -1.8741 -4.0321
H 4.7262 0.0062 -5.4445
H 3.4450 2.1157 -5.5246
H 1.3711 2.3449 -4.2127
H -2.4951 2.1510 -2.2071
H -3.0077 4.4561 -1.5208
H -1.2134 5.9322 -0.6820
H 1.1097 5.1001 -0.5400
H 1.6413 2.8070 -1.2324
C -2.8078 -3.4207 5.7579
C -3.1103 -2.3820 4.8891
C -2.3094 -2.1530 3.7795
C -1.1975 -2.9557 3.5158
C -0.9110 -4.0001 4.4025
C -1.7061 -4.2310 5.5136
Si -0.1022 -2.6948 2.0424
C 1.6851 -2.3664 2.4613
C 2.7028 -2.6410 1.5357
C 4.0246 -2.3463 1.8249
C 4.3497 -1.7406 3.0331
C 3.3523 -1.4386 3.9535
C 2.0313 -1.7493 3.6716
H -3.4297 -3.6020 6.6243
H -3.9711 -1.7535 5.0782
H -2.5581 -1.3364 3.1106
H -0.0555 -4.6444 4.2277
H -1.4702 -5.0430 6.1883
H -0.2124 -3.7284 0.9887
H 2.4548 -3.1164 0.5919
H 4.8056 -2.5969 1.1188
H 5.3827 -1.5154 3.2635
H 3.6111 -0.9824 4.9005
H 1.2596 -1.5324 4.4045
*
```


No. 2
Entry from the OMol25 dataset: a 7-piece molecular cluster, C8H30O11 overall (ωB97M-V/def2-TZVPD).

Output
- HOMO (eV) = -9.187
- SMILES = OCCO.OCCO.OCCO.OCCO.O.O.O
- total energy (eV) = -31302.0070

```
! wB97M-V def2-TZVPD RIJCOSX def2/J DEFGRID3
* xyz 0 1
O 2.1752 3.8993 1.6373
C 2.1431 3.3986 0.3282
C 3.5554 3.4898 -0.3188
O 4.4211 2.3544 0.0832
H 2.3989 4.8328 1.6458
H 1.7970 2.3656 0.3603
H 1.3613 3.8819 -0.2576
H 4.0672 4.4289 -0.1082
H 3.3522 3.4651 -1.3894
H 4.7810 2.6598 0.9192
O -3.0652 0.2020 1.9037
C -2.9828 -0.2305 3.2439
C -1.5131 -0.0910 3.7528
O -0.5231 -0.9667 3.1704
H -3.0346 1.1563 1.8034
H -3.6436 0.3215 3.9122
H -3.3684 -1.2495 3.2768
H -1.5055 -0.1758 4.8395
H -1.2499 0.9460 3.5443
H -0.2471 -0.6386 2.3114
O -0.1479 1.4082 -1.5070
C -0.3483 0.8333 -2.7846
C 0.6147 1.5544 -3.7600
O 0.5528 0.8058 -4.9768
H -0.5818 2.2503 -1.6624
H 0.0497 -0.1814 -2.7971
H -1.3647 0.8509 -3.1779
H 1.6271 1.6213 -3.3616
H 0.2642 2.5823 -3.8540
H -0.3771 0.7905 -5.2148
O -0.6403 -5.7730 -0.2098
C -1.9385 -5.2557 -0.3389
C -1.8675 -3.8951 -1.1040
O -3.2520 -3.4709 -1.1206
H -0.4486 -5.6404 0.7215
H -2.4589 -6.0073 -0.9325
H -2.4587 -5.1325 0.6110
H -1.5875 -4.1650 -2.1223
H -1.2100 -3.1947 -0.5889
H -3.3722 -2.5876 -0.7643
O 1.5420 1.5992 2.9750
H 0.9330 1.0510 2.4801
H 1.7833 2.2985 2.3676
O 0.1237 -0.3469 0.7383
H -0.0532 0.3618 0.1197
H 0.4002 -1.0809 0.1897
O 1.5032 -1.8289 -1.2438
H 1.7569 -2.4448 -1.9313
H 2.0372 -1.0519 -1.4088
*
```


No. 3
Entry from the OMol25 dataset: C38H78BBrO14PS2 as an isolated structure (ωB97M-V/def2-TZVPD).

Output
- HOMO (eV) = -5.567
- total energy (eV) = -171016.1161

```
! wB97M-V def2-TZVPD RIJCOSX def2/J DEFGRID3
* xyz -1 1
C 6.7540 -1.5471 -3.1779
O 6.3162 -0.6225 -4.1499
C 5.1026 -0.9701 -4.7934
C 3.9802 -0.0022 -4.4282
C 3.3409 -0.2955 -3.0548
C 1.8085 -0.2560 -2.8511
S 1.0134 1.1045 -3.7441
O 1.6216 -0.0190 -1.4721
B 1.5529 -1.2789 -0.7598
O 2.8911 -1.8840 -0.4143
O 0.9682 -2.2397 -1.8088
C 0.9544 -1.6284 -2.9834
Br -0.9997 -1.0369 -3.3081
P 1.3214 -2.8739 -4.3252
O 2.4582 -3.7502 -3.5698
O 2.1252 -2.0790 -5.4694
S -0.0895 -3.9316 -5.0592
H 7.7252 -1.2061 -2.8219
H 6.8741 -2.5508 -3.6059
H 6.0678 -1.5978 -2.3248
H 5.2833 -0.9823 -5.8740
H 4.8388 -2.0005 -4.4915
H 3.2366 0.0471 -5.2265
H 4.4603 0.9788 -4.3875
H 3.6824 0.4642 -2.3546
H 3.7055 -1.2437 -2.6485
H 1.9975 1.8000 -4.3393
H 0.9248 -1.2978 0.2660
H 3.0655 -2.6093 -1.0291
H 3.3511 -3.6461 -3.9151
H 3.0491 -1.8902 -5.2615
C -4.8286 -3.1388 0.4844
C -3.5683 -2.4847 1.0507
C -2.8312 -2.0821 -0.2208
O -3.8483 -1.8036 -1.1915
C -5.1102 -2.2545 -0.7278
H -5.6636 -3.1729 1.1850
H -4.6090 -4.1597 0.1630
H -3.8331 -1.5991 1.6338
H -2.9743 -3.1428 1.6845
H -2.2001 -2.8943 -0.5956
H -2.2005 -1.2029 -0.0939
H -5.7270 -1.3900 -0.4479
H -5.6149 -2.7875 -1.5366
C -1.7615 4.9397 -1.7311
C -1.1886 6.3011 -2.1234
C 0.3034 6.0644 -1.9246
O 0.5366 4.6915 -2.2068
C -0.7079 3.9857 -2.2839
H -2.7540 4.7464 -2.1366
H -1.8142 4.8538 -0.6419
H -1.4015 6.5117 -3.1744
H -1.5697 7.1308 -1.5269
H 0.5986 6.2728 -0.8877
H 0.9254 6.6722 -2.5854
H -0.9102 3.7378 -3.3307
H -0.6241 3.0527 -1.7286
C 0.1375 1.8861 3.7755
C 1.5494 1.5644 3.2869
C 1.3847 0.1421 2.7615
O 0.0324 0.0556 2.2934
C -0.7102 1.1845 2.7185
H -0.0755 2.9524 3.8508
H -0.0328 1.4371 4.7579
H 1.8273 2.2362 2.4714
H 2.3086 1.6369 4.0655
H 1.5213 -0.5981 3.5569
H 2.0603 -0.0983 1.9414
H -0.8897 1.8427 1.8580
H -1.6788 0.8484 3.1002
C 0.7810 -4.8471 0.4006
C -0.1966 -5.8391 1.0286
C 0.2035 -5.7777 2.4986
O 0.6691 -4.4551 2.7338
C 0.8636 -3.7739 1.4735
H 0.4548 -4.4440 -0.5566
H 1.7570 -5.3188 0.2570
H -1.2228 -5.4847 0.9003
H -0.1304 -6.8461 0.6158
H 1.0101 -6.4917 2.7147
H -0.6273 -5.9868 3.1780
H 0.0718 -3.0316 1.3525
H 1.8194 -3.2531 1.4795
C -3.3612 4.2301 6.5880
C -2.9401 5.6366 6.1688
C -1.4326 5.5794 6.3835
O -1.0453 4.2315 6.1346
C -2.2013 3.3952 6.0584
H -4.3209 3.9192 6.1773
H -3.4159 4.1613 7.6767
H -3.1662 5.7948 5.1136
H -3.4172 6.4296 6.7443
H -1.1717 5.8443 7.4148
H -0.8773 6.2346 5.7096
H -2.3638 3.1086 5.0140
H -2.0223 2.4895 6.6382
C -1.6218 -6.0190 -9.3756
C -2.4105 -7.2307 -8.8777
C -2.2277 -7.1064 -7.3676
O -2.1267 -5.7160 -7.0952
C -1.9411 -4.9842 -8.3016
H -1.9047 -5.6891 -10.3749
H -0.5529 -6.2432 -9.3781
H -3.4654 -7.1303 -9.1436
H -2.0488 -8.1817 -9.2684
H -1.3068 -7.6042 -7.0420
H -3.0610 -7.5190 -6.7960
H -2.8643 -4.4423 -8.5384
H -1.1444 -4.2563 -8.1456
C -2.0039 9.2539 2.2499
C -2.7410 7.9175 2.1734
C -3.4935 8.0567 0.8564
O -2.6824 8.8813 0.0207
C -1.6395 9.4813 0.7878
H -1.1313 9.2361 2.9016
H -2.6782 10.0385 2.6005
H -2.0241 7.0952 2.1160
H -3.4052 7.7343 3.0160
H -4.4634 8.5447 1.0036
H -3.6595 7.1024 0.3543
H -0.6885 8.9967 0.5398
H -1.5692 10.5362 0.5191
C 3.0932 -4.0637 6.0873
C 3.0136 -2.9212 7.0984
C 3.7365 -1.8064 6.3500
O 3.4854 -2.0226 4.9687
C 2.9072 -3.3215 4.7694
H 2.3394 -4.8360 6.2363
H 4.0791 -4.5335 6.1297
H 1.9711 -2.6468 7.2738
H 3.4740 -3.1491 8.0599
H 4.8177 -1.8496 6.5339
H 3.3833 -0.8092 6.6215
H 1.8506 -3.2158 4.5192
H 3.4033 -3.8035 3.9276
*
```


No. 4
Entry from the OMol25 dataset: C31H39GaO12P5 as an isolated structure (ωB97M-V/def2-TZVPD).

Output
- HOMO (eV) = -12.097
- total energy (eV) = -156179.9789

```
! wB97M-V def2-TZVPD RIJCOSX def2/J DEFGRID3
* xyz 1 1
Ga 1.0386 0.5803 0.7404
O 3.1408 3.5636 -0.6149
P 3.4488 2.0581 -0.2898
O 4.6713 1.5368 -0.8843
O 2.1438 1.2338 -0.6087
O 3.4997 1.9957 1.3617
P 2.2918 2.5491 2.2955
O 2.9423 2.7288 3.7153
O 1.2965 1.3524 2.4010
O 1.7387 3.7985 1.7464
H 2.5443 3.9602 0.0615
H 3.3286 1.9206 4.0790
O -0.4172 -0.7493 0.7350
P -1.7398 -0.8649 -0.0191
C -2.7048 0.6729 0.1130
P -1.7023 2.1139 -0.3716
O -0.3267 1.8863 0.2001
C -2.4524 3.5506 0.3648
C -1.5966 4.5060 0.9113
C -2.1394 5.6508 1.4751
C -3.5153 5.8350 1.4948
C -4.3653 4.8738 0.9607
C -3.8362 3.7261 0.3943
C -1.6396 2.3086 -2.1441
C -0.3894 2.3264 -2.7570
C -0.3077 2.5712 -4.1214
C -1.4608 2.7966 -4.8599
C -2.7078 2.7798 -4.2428
C -2.7999 2.5412 -2.8838
C -1.4205 -1.1757 -1.7477
C -0.1091 -1.4600 -2.1239
C 0.2020 -1.6419 -3.4616
C -0.7934 -1.5408 -4.4223
C -2.1025 -1.2565 -4.0515
C -2.4191 -1.0695 -2.7169
C -2.7361 -2.1297 0.7534
C -2.5272 -2.3732 2.1117
C -3.3105 -3.3093 2.7681
C -4.2950 -4.0001 2.0740
C -4.5048 -3.7555 0.7230
C -3.7301 -2.8182 0.0589
H -2.9201 0.8085 1.1759
H -3.6429 0.5869 -0.4397
H -0.5252 4.3345 0.9295
H -1.4843 6.3966 1.9062
H -3.9332 6.7302 1.9378
H -5.4377 5.0169 0.9915
H -4.4997 2.9736 -0.0192
H 0.5078 2.1571 -2.1714
H 0.6622 2.5962 -4.6017
H -1.3904 2.9948 -5.9219
H -3.6033 2.9687 -4.8212
H -3.7724 2.5491 -2.4001
H 0.6645 -1.5462 -1.3726
H 1.2231 -1.8550 -3.7530
H -0.5499 -1.6781 -5.4683
H -2.8744 -1.1716 -4.8054
H -3.4373 -0.8160 -2.4432
H -1.7546 -1.8311 2.6436
H -3.1543 -3.4961 3.8227
H -4.9006 -4.7357 2.5875
H -5.2686 -4.3000 0.1832
H -3.8904 -2.6432 -0.9979
C 1.2751 -4.7332 2.2923
C 1.1251 -3.2455 2.0854
O 2.1673 -2.8039 1.1858
P 2.6587 -1.2751 1.1571
O 3.8452 -1.3845 0.1345
C 3.6963 -1.5612 -1.2966
C 5.0529 -1.9114 -1.8522
O 3.3748 -0.9872 2.5335
C 4.6624 -1.5535 2.9252
C 4.4589 -2.5968 3.9966
H 0.4757 -5.0953 2.9416
H 2.2339 -4.9700 2.7543
H 1.2137 -5.2562 1.3372
H 1.2081 -2.7103 3.0354
H 0.1623 -3.0155 1.6369
H 3.3438 -0.6193 -1.7130
H 2.9694 -2.3579 -1.4751
H 5.7627 -1.1347 -1.5686
H 5.0025 -1.9556 -2.9412
H 5.3960 -2.8757 -1.4774
H 5.2494 -0.7118 3.2844
H 5.1590 -1.9683 2.0523
H 3.9685 -2.1746 4.8744
H 5.4291 -2.9935 4.2988
H 3.8530 -3.4217 3.6183
*
```


No. 5
Entry from the OMol25 dataset: a 2-piece molecular cluster, C3H6NS2 overall (ωB97M-V/def2-TZVPD).

Output
- HOMO (eV) = -13.109
- total energy (eV) = -26359.5396

```
! wB97M-V def2-TZVPD RIJCOSX def2/J DEFGRID3
* xyz 1 1
C 0.9302 -2.2253 -0.1097
C 1.1989 -1.0670 0.0355
C 1.5838 0.2710 0.1570
N -2.4418 0.5765 -0.0140
S 0.6267 1.5951 0.2511
S 3.3244 0.2841 0.1078
H 0.6529 -3.2514 -0.1466
H -2.4457 -0.1810 0.7604
H -2.8660 1.4639 0.1944
H -2.6661 0.1780 -1.0111
H -1.3974 0.6954 -0.0712
H 3.5000 1.6607 -0.1535
*
```


No. 6
Entry from the OMol25 dataset: a 2-piece molecular cluster, C13H24N2O5 overall (ωB97M-V/def2-TZVPD).

Output
- HOMO (eV) = -9.597
- SMILES = CNC(=O)[C@H](CO)NC(C)=O.O=C(O)CC1CCCC1
- total energy (eV) = -27089.4915

```
! wB97M-V def2-TZVPD RIJCOSX def2/J DEFGRID3
* xyz 0 1
C -2.7351 0.2327 -0.6718
N -1.8456 1.0235 0.1778
C -1.0967 2.0527 -0.2446
O -1.0871 2.4123 -1.4153
C -0.2681 2.8226 0.7937
C 1.1904 2.3571 0.7291
O 1.2987 1.0148 1.1653
N -0.7642 2.6556 2.1708
C -1.8606 3.1917 2.7048
C -2.7057 4.1534 1.8919
O -2.1927 2.9055 3.8427
H -3.6579 0.7859 -0.8550
H -2.9734 -0.7154 -0.1873
H -2.2554 0.0319 -1.6316
H -1.7814 0.7833 1.1560
H -0.2962 3.8770 0.5202
H 1.5535 2.4409 -0.2968
H 1.7980 2.9967 1.3714
H 2.2290 0.7659 1.1747
H -0.2484 2.0238 2.7663
H -3.0880 3.6527 1.0050
H -2.1055 5.0142 1.6057
H -3.5433 4.4875 2.5030
O 1.4234 -3.2106 2.1739
C 0.5478 -3.1576 1.3285
O -0.5091 -3.9994 1.3027
C 0.6402 -2.0671 0.2675
C 0.6018 -2.6238 -1.1683
C 1.8714 -3.4124 -1.5090
C 2.8428 -2.4247 -2.1582
C 2.0640 -1.1335 -2.4026
C 0.5982 -1.4855 -2.1877
H -0.3759 -4.5921 2.0580
H 1.5658 -1.5061 0.4185
H -0.1983 -1.3826 0.4159
H -0.2906 -3.2478 -1.2902
H 1.6252 -4.2033 -2.2252
H 2.3186 -3.8866 -0.6295
H 3.2171 -2.8333 -3.1024
H 3.6994 -2.2335 -1.5039
H 2.3704 -0.3725 -1.6776
H 2.2385 -0.7385 -3.4084
H 0.0226 -0.6183 -1.8493
H 0.1621 -1.8374 -3.1284
*
```


No. 7
Entry from the OMol25 dataset: C7H9BrErINO3P as an isolated structure (ωB97M-V/def2-TZVPD).

Output
- HOMO (alpha / beta) (eV) = -15.018 / -15.009
- expectation value of S² = 3.759
- total energy (eV) = -130067.6677

```
! wB97M-V def2-TZVPD RIJCOSX def2/J DEFGRID3
* xyz 2 4
C 2.9610 -2.4801 0.3280
C 2.6899 -1.2974 0.3806
C 2.4335 0.2013 0.6384
C 1.2419 0.2407 1.7117
C 0.0003 1.0907 1.1795
N -1.1261 0.2527 0.7113
C -1.5465 0.5181 -0.6506
Br -0.1385 0.0421 -1.9943
C -1.9642 2.0000 -0.9517
O -2.0852 2.3360 -2.0889
O -2.1810 2.9124 -0.0082
P -3.1278 -0.5341 -0.9079
O -3.4781 -0.5879 -2.5187
I -2.3503 -2.8250 -0.3435
H 3.0737 -3.5660 0.4793
H 2.1564 0.7445 -0.2880
H 3.3316 0.7034 1.0536
H 1.6162 0.7687 2.6107
H 0.9321 -0.8001 1.9536
H -0.3827 1.7149 2.0224
H 0.3924 1.7994 0.4188
H -1.9163 0.2644 1.3561
H -2.6551 -0.6029 -3.0446
Er 2.1228 -2.8960 -2.0475
*
```


No. 8
Entry from the OMol25 dataset: C2H7InO2 as an isolated structure (ωB97M-V/def2-TZVPD).

Output
- HOMO (eV) = -8.072
- total energy (eV) = -11449.0422

```
! wB97M-V def2-TZVPD RIJCOSX def2/J DEFGRID3
* xyz 0 1
C 0.3846 -1.1489 -0.7043
H 0.2819 -2.1576 -0.2533
H -0.6241 -1.4366 -1.0600
H 1.4780 -1.2355 -0.6107
O 1.0787 0.8667 1.5256
In 1.5861 -0.8908 1.7698
H 1.2259 1.4703 0.5906
O 0.2488 0.2594 -0.7419
C -1.1119 0.9216 -0.1541
H -1.0089 1.9736 -0.4555
H -1.9089 0.4106 -0.7253
H -1.6301 0.9671 0.8192
*
```


No. 9
Entry from the OMol25 dataset: a single C5H3NO molecule (ωB97M-V/def2-TZVPD).

Output
- HOMO (eV) = -8.976
- SMILES = C#Cc1ncco1
- total energy (eV) = -8767.6425

```
! wB97M-V def2-TZVPD RIJCOSX def2/J DEFGRID3
* xyz 0 1
C 2.8782 -0.0207 0.0444
C 1.6363 -0.0989 0.0182
C 0.2890 0.0639 -0.0790
N -0.4025 1.1430 -0.0948
C -1.6850 0.7605 0.1056
C -1.7805 -0.6007 0.0121
O -0.5226 -1.0666 -0.0635
H 3.9314 0.2108 0.1937
H -2.6005 1.2428 0.1281
H -2.3611 -1.5472 0.2419
*
```


No. 10
Entry from the OMol25 dataset: a single C4H9NO2 molecule (ωB97M-V/def2-TZVPD).

Output
- HOMO (eV) = -9.759
- SMILES = CC[C@@H](N)C(=O)O
- total energy (eV) = -9879.0839

```
! wB97M-V def2-TZVPD RIJCOSX def2/J DEFGRID3
* xyz 0 1
C -0.2636 1.1830 1.7814
C -0.4782 0.7093 0.3462
C 0.5493 -0.2175 -0.2032
N 0.4669 -1.5208 0.5104
C 0.4560 -0.5429 -1.6955
O 1.2609 -1.2639 -2.2187
O -0.5903 -0.0081 -2.3334
H -1.1266 0.9527 2.4041
H -0.2727 2.2828 1.8719
H 0.6560 0.9894 2.3288
H -0.6820 1.5398 -0.3237
H -1.4241 0.1438 0.3267
H 1.5479 0.1905 -0.0208
H -0.4414 -1.9088 0.2618
H 1.1539 -2.1363 0.1281
H -0.8121 -0.3929 -3.1641
*
```


For the records above, the corresponding strongest force on any atom values read 0.2; 2.8; 1.6; 0.6; 4.0; 2.2; 2.2; 8.0; 7.0; 2.0 eV Å⁻¹.